1.
8
Properties=species:S:1:pos:R:3:forces:R:3 method="wB97M-V/def2-TZVPD" e_tot_ev=-6693.252
N -1.30738 -2.72269 -0.65297 0.38 0.44 0.22
C -0.64263 -1.79525 -0.43901 -0.18 -0.28 -0.14
C 0.17991 -0.66816 -0.28522 0.00 -0.13 -0.34
C 0.22603 1.46281 0.58669 0.59 1.37 -0.13
O -0.18415 0.25019 0.59873 -0.67 -1.24 0.27
H 0.97008 -0.40828 -0.97832 -0.12 -0.12 -0.01
H -0.02709 2.06511 1.44371 -0.05 -0.07 -0.08
H 0.78523 1.81626 -0.27361 0.05 0.02 0.20

2.
20
Properties=species:S:1:pos:R:3:forces:R:3 method="wB97M-V/def2-TZVPD" e_tot_ev=-22329.124 charge=-2
C -0.20874 -1.54389 0.61142 -0.70 3.44 -0.45
O -1.10516 -0.72536 1.34379 -1.05 -1.21 0.88
C 0.25637 -0.52795 -0.46945 2.25 0.54 2.48
C 1.75734 -0.56923 -0.80167 -1.34 0.82 -3.12
S 2.18974 -0.07260 -2.65177 -0.32 -0.47 0.97
H 0.57950 -1.89306 1.25790 0.56 -0.43 0.16
H -0.66749 -2.31231 0.01664 -0.59 -1.17 0.28
H 0.08715 0.40401 0.07838 0.21 0.15 -0.16
H -0.50992 -0.48313 -1.17064 -0.66 -0.35 -2.14
H 2.06297 -1.59537 -0.65619 0.95 0.13 0.37
H 2.22518 0.29013 -0.33315 0.52 -0.89 0.85
H -0.66337 -0.04791 2.59036 0.61 -1.19 1.26
H 0.01568 1.01357 3.42927 0.83 2.09 0.08
O -0.24419 0.14008 3.59921 -1.29 -1.44 -1.40
H -2.31486 0.69119 -0.98514 0.51 0.00 0.00
H -2.10787 -0.06559 0.51015 -0.15 0.55 -1.07
O -2.76865 0.46459 -0.17772 -0.40 -0.55 1.09
H 0.41436 2.00265 -2.72832 0.21 -1.10 -1.61
H 0.78716 2.21029 -1.41458 0.53 -0.20 1.11
O 0.21482 2.61989 -2.04848 -0.69 1.27 0.43

3.
44
Properties=species:S:1:pos:R:3:forces:R:3 method="wB97M-V/def2-TZVPD" e_tot_ev=-308806.555
Os -0.02320 -0.20333 0.46758 -0.40 0.49 0.36
Se 2.42768 -0.67678 0.10118 0.15 0.06 0.15
Se 3.26527 1.10504 -1.19667 -0.13 -0.13 0.08
Se 2.31110 2.79966 0.02811 -0.10 0.01 -0.09
Se 0.06054 2.06103 -0.15912 0.12 -0.44 0.19
C -4.12620 -0.08399 2.75220 0.08 0.01 0.14
C -2.67340 -0.14293 2.35006 -0.24 0.03 -0.08
S -2.36090 -0.14916 0.66442 0.24 0.09 -0.05
C -1.65460 -0.19444 3.24335 0.32 0.03 -0.26
C -1.78650 -0.15600 4.73563 -0.15 0.00 0.14
S -0.03112 -0.29169 2.63639 0.05 -0.12 -0.60
H -4.77162 -0.07453 1.87700 0.02 -0.01 -0.02
H -4.32811 0.81931 3.33143 -0.01 0.00 -0.02
H -4.39626 -0.94070 3.37279 -0.01 0.00 -0.01
H -2.83606 -0.10822 5.02388 0.02 0.00 0.02
H -1.28716 0.71760 5.15784 0.02 0.00 -0.01
H -1.35523 -1.04286 5.20275 0.02 0.01 0.00
C -1.59322 -3.34826 1.14916 -0.01 -0.06 0.00
C -1.00258 -3.06282 -0.18280 0.15 0.02 -0.03
N -0.25908 -2.02204 -0.54598 -0.36 -0.02 0.14
C 0.13506 -2.21870 -1.85413 0.18 0.05 0.01
C -0.36346 -3.39771 -2.28182 -0.01 -0.04 -0.07
N -1.07031 -3.92732 -1.22201 -0.03 0.02 0.02
C -1.72188 -5.22195 -1.22053 0.00 0.01 0.01
N -1.14055 -6.11692 -0.26196 0.01 -0.03 -0.03
N -1.92636 -6.67600 0.69421 0.00 0.02 -0.04
N -1.21590 -7.41708 1.44574 0.00 -0.04 0.06
C 0.09311 -7.36367 1.00925 -0.01 0.09 -0.09
C 1.24445 -7.97927 1.50554 0.03 -0.01 0.00
C 2.42642 -7.70976 0.85649 -0.01 -0.04 0.05
C 2.47662 -6.84769 -0.25743 -0.03 0.04 -0.04
C 1.35134 -6.23316 -0.75895 0.05 0.01 -0.02
C 0.15312 -6.51885 -0.09950 -0.02 -0.04 0.09
H -1.55360 -2.46541 1.77797 0.04 -0.03 0.00
H -1.04979 -4.15923 1.63802 0.02 -0.01 0.00
H -2.63634 -3.65372 1.05212 0.02 -0.01 0.00
H 0.76381 -1.50685 -2.35799 -0.01 0.01 -0.01
H -0.28316 -3.90819 -3.22507 -0.01 0.01 -0.01
H -1.63582 -5.62007 -2.23143 0.00 -0.01 0.00
H -2.77467 -5.13495 -0.95709 0.00 0.01 -0.01
H 1.19613 -8.63128 2.36650 0.00 0.00 0.00
H 3.34540 -8.15877 1.20796 0.00 0.00 0.00
H 3.43231 -6.65692 -0.72722 0.00 0.00 0.00
H 1.40701 -5.55742 -1.60126 0.00 0.00 0.00

4.
12
Properties=species:S:1:pos:R:3:forces:R:3 method="wB97M-V/def2-TZVPD" e_tot_ev=-19220.674 smiles="C=C([SiH3])C(F)(F)F"
C 0.41992 -1.65944 0.12011 0.17 0.91 -1.47
C -0.06738 -0.40922 -0.13441 2.22 -0.90 0.85
C -1.46909 0.04410 -0.06098 -1.94 0.26 -0.37
F -1.66604 0.93463 0.94886 0.24 -0.56 -0.05
F -2.35800 -0.95628 0.09485 0.25 0.26 0.03
F -1.87137 0.75215 -1.17789 0.70 -0.89 0.60
Si 1.10323 1.07811 -0.01281 0.77 0.53 -0.65
H 1.44935 -2.03045 -0.03106 0.03 1.51 0.32
H -0.07885 -2.58363 0.26161 -1.73 -0.27 0.30
H 0.98401 1.76677 1.25049 -0.17 -0.09 0.74
H 1.03346 2.17700 -0.95980 -0.95 0.25 -0.61
H 2.52075 0.88626 -0.29897 0.40 -1.00 0.31

5.
13
Properties=species:S:1:pos:R:3:forces:R:3 method="wB97M-V/def2-TZVPD" e_tot_ev=-6324.481 smiles=C1CCOC1
C 0.61577 -0.43517 0.76921 0.03 0.11 -0.06
C 0.84228 0.35879 -0.49207 0.21 0.13 -0.23
C -0.47430 0.11529 -1.24646 0.22 0.02 -0.33
O -1.46860 -0.19818 -0.26298 0.18 -0.04 0.14
C -0.84457 -0.04240 0.99800 0.83 -0.29 0.43
H 0.66069 -1.52140 0.58497 -0.08 0.31 0.00
H 1.29556 -0.22336 1.60326 -0.22 0.20 -0.19
H 1.71637 0.07032 -1.07125 0.03 0.06 -0.09
H 0.93157 1.40669 -0.18339 0.07 -0.04 -0.33
H -0.77319 0.98860 -1.83913 -0.08 -0.15 0.11
H -0.39022 -0.75116 -1.91100 0.02 0.13 -0.04
H -0.97788 1.00661 1.31965 0.19 -0.46 0.31
H -1.13349 -0.77461 1.73119 -1.40 0.04 0.28

6.
31
Properties=species:S:1:pos:R:3:forces:R:3 method="wB97M-V/def2-TZVPD" e_tot_ev=-16717.512
C 0.11358 0.26564 -1.72394 2.16 -1.77 1.63
C -2.04323 0.21317 -0.65837 1.04 2.41 -1.94
C -0.30116 1.23671 -2.58024 -1.47 -0.47 -0.05
C -2.46603 1.21949 -1.54325 1.23 -2.08 1.24
C -0.72339 -0.19849 -0.69870 -1.32 -0.09 -0.78
C -1.61834 1.69005 -2.48261 1.24 0.93 -0.65
C 1.37193 -2.65842 -1.02099 2.59 -0.65 2.89
C 1.62056 -1.34926 2.22194 -0.87 1.49 -0.98
C -0.45474 -1.37920 0.11985 2.79 -1.36 0.37
C 0.99881 -1.94787 0.06116 -1.32 0.96 -1.96
C -2.10654 2.85462 -3.25609 -1.46 1.46 0.74
C 1.55047 0.51712 3.99937 -0.53 -0.69 -3.63
C 2.42459 -0.34744 3.07261 -1.31 1.13 -1.73
N -1.28736 -1.93074 0.89710 -0.02 -2.00 0.86
N 1.81836 -1.26442 0.94940 0.36 -1.05 2.12
H 1.12208 -0.26446 -1.69257 -1.25 1.22 -0.72
H -2.61424 -0.20617 0.07333 -1.91 -0.98 1.69
H 0.18315 1.49715 -3.46998 1.36 0.55 -0.82
H -3.40336 1.63236 -1.65073 -2.33 0.39 0.68
H 2.37053 -3.20132 -1.07125 -1.27 1.13 -0.09
H 0.63021 -2.92786 -1.67511 -1.56 -0.72 -1.65
H 0.68911 -1.88870 2.65190 1.73 0.51 -0.41
H -1.65553 3.12080 -4.18024 1.18 0.29 -0.43
H -3.14274 2.79695 -3.55467 -0.62 -0.79 -0.04
H -2.22460 3.72221 -2.54497 0.86 -0.45 -0.83
H 0.53540 0.33513 3.64759 -0.29 0.53 0.43
H 1.80264 1.54706 3.95963 0.12 0.97 -0.51
H 1.65617 0.27364 4.95660 0.10 -1.38 4.09
H 3.18585 -0.88478 3.53874 1.45 -0.63 1.10
H 2.85209 0.38660 2.35072 0.10 -1.05 0.26
H -0.88427 -2.85955 1.30377 -0.79 2.22 -0.88

7.
10
Properties=species:S:1:pos:R:3:forces:R:3 method="wB97M-V/def2-TZVPD" e_tot_ev=-21500.538 charge=+1 smiles="NC(F)(F)/[NH+]=P/F"
C -0.63486 -0.97575 -0.07120 -0.14 -0.82 0.63
N 0.55763 -0.35513 -0.35950 0.34 0.00 -0.19
N -1.72574 0.02233 -0.10105 -0.08 0.09 -0.01
F -0.75031 -1.56410 1.16707 0.20 0.30 -0.18
F -3.79241 1.16658 -0.06418 -0.15 -0.67 -0.02
F -0.93051 -1.95703 -0.93296 0.11 0.27 -0.27
P -3.28766 -0.31138 -0.05473 0.11 0.95 0.00
H 0.91689 0.24591 0.36889 -0.05 0.01 0.14
H 1.28400 -0.97355 -0.69963 -0.15 -0.11 -0.04
H -1.37909 0.98175 -0.15779 -0.20 -0.02 -0.07

8.
22
Properties=species:S:1:pos:R:3:forces:R:3 method="wB97M-V/def2-TZVPD" e_tot_ev=-10539.771
C 1.62687 1.45699 1.69849 1.05 -0.33 -0.53
C 0.24267 1.40879 1.11858 0.04 2.14 2.61
C -0.59855 2.41919 1.50916 0.21 -1.00 -1.54
C -1.44788 0.49939 -0.55419 -1.40 -0.20 1.46
C -0.16043 0.44085 0.19430 -0.37 -0.39 -3.56
C 0.71779 -0.55890 -0.37061 1.59 0.06 1.40
H 1.80755 2.33797 2.30697 -0.38 -0.03 0.28
H 2.36095 1.57687 0.88889 -0.19 -0.22 -0.02
H 1.93943 0.56478 2.24128 -0.21 -0.01 0.05
H -1.51489 2.56715 0.95016 -0.24 -0.08 0.47
H -0.31634 3.16738 2.23144 0.12 0.02 0.08
H -1.47805 1.20363 -1.38707 0.71 -0.21 -0.26
H -1.69757 -0.50602 -0.91202 0.28 0.06 -0.58
H 0.32114 -1.57069 -0.16780 -0.25 -0.20 -0.25
H 1.74401 -0.57617 0.01078 -0.21 0.28 0.31
H 0.80880 -0.56312 -1.46331 -1.00 -0.12 -0.31
H 0.31721 -4.27903 -0.88370 0.28 -0.43 0.04
H -2.29763 0.84209 0.05313 0.27 -0.04 0.21
O 0.00774 -3.44498 -0.54339 -0.21 0.09 0.09
H -1.20766 -2.14152 -3.18956 -0.01 -0.04 0.10
H -0.36750 -2.97563 -1.37326 -0.15 0.45 -0.13
O -0.80767 -1.86902 -2.35827 0.07 0.20 0.06